11
Properties=species:S:1:pos:R:3:forces:R:3:mulliken_charge:R:1 method="wB97M-V/def2-TZVPD" de_lowest_kcal_mol=105.0 e_lumo_ha="0.003 / 0.013"
C -1.6975 0.3039 0.4521 1.92 -1.31 2.35 -0.0938
C 0.5675 -0.9217 0.2173 -1.25 -1.10 1.00 -0.8233
N -2.2998 0.2760 -0.5689 -0.27 0.07 -2.67 -0.3578
Si 1.7697 0.3594 -0.2449 -1.74 -0.23 -2.04 0.3940
H -2.0207 0.4979 1.5004 0.53 0.18 -0.40 0.2745
H 0.3958 -1.2526 1.2443 0.13 0.09 -0.17 0.4024
H 0.4669 -1.7731 -0.4928 -0.32 0.78 0.49 0.3033
H -3.2002 0.6608 -0.7541 -0.99 0.26 0.15 0.2398
H 3.0452 0.4063 0.3563 1.20 0.11 0.88 -0.1410
H 0.9524 1.6085 -0.0142 0.85 0.02 -0.42 -0.1008
H 2.0207 -0.1654 -1.6956 -0.04 1.14 0.83 -0.0974